119
Properties=species:S:1:pos:R:3:forces:R:3 method="wB97M-V/def2-TZVPD" multiplicity=2 e_tot_ha=-6100.7671 orbital_gap_ev="2.752 / 5.585" relative_energy_kcal_mol=28.2 charge=-2
Hg 1.088068 -0.005705 -1.843575 0.53 -0.15 1.01
O 0.367894 -1.932786 -2.528648 -0.08 -0.16 -0.24
C 0.917006 -3.121647 -2.705647 -0.07 0.07 0.10
C 0.183586 -4.102695 -3.363996 -0.01 -0.07 0.01
C 0.629742 -5.440692 -3.487470 0.04 0.03 0.04
C 1.856066 -5.799091 -2.944074 -0.06 0.12 -0.03
C 2.640224 -4.844834 -2.307292 -0.04 0.03 0.09
C 2.217918 -3.474703 -2.172797 0.03 -0.03 0.00
C 3.048086 -2.556950 -1.506317 0.01 -0.01 0.05
N 2.980890 -1.192759 -1.421931 -0.07 0.16 -0.12
C 4.057994 -0.767617 -0.686206 -0.03 -0.05 -0.07
C 4.824325 -1.815573 -0.300913 -0.09 -0.09 -0.06
N 4.194606 -2.950795 -0.818875 0.16 0.12 -0.10
H -0.781903 -3.799371 -3.756521 0.01 -0.02 0.01
H 0.016750 -6.177040 -3.995811 -0.01 0.02 -0.01
H 2.219669 -6.818120 -3.034551 0.00 -0.01 0.01
H 3.618462 -5.141694 -1.941563 -0.01 -0.01 -0.04
H 4.213210 0.280688 -0.482690 0.00 -0.02 0.00
H 5.734933 -1.869930 0.271025 -0.03 0.01 -0.06
H 4.422722 -3.901946 -0.602754 -0.06 -0.01 0.05
F -3.533282 2.786640 -8.566014 0.07 -0.03 0.14
C -3.050078 2.627329 -7.313443 -0.04 -0.04 -0.11
C -3.338816 3.549481 -6.331841 -0.13 0.21 0.01
F -4.121034 4.611423 -6.636400 0.08 -0.10 0.02
C -2.833365 3.360379 -5.058659 0.08 0.05 0.11
F -3.208454 4.317512 -4.160133 0.01 -0.04 -0.02
C -2.028345 2.305619 -4.677345 -0.37 0.11 -0.32
P -0.895183 2.012960 -2.805132 0.14 0.00 0.54
C -2.502968 1.545797 -2.004196 -0.05 0.01 -0.01
C -2.606835 0.179988 -1.704764 0.01 0.02 -0.03
C -3.741026 -0.341478 -1.099976 0.00 0.03 0.00
C -4.802124 0.490702 -0.762736 0.04 0.01 0.01
C -4.720396 1.841878 -1.063573 0.02 0.00 -0.02
C -3.590388 2.358753 -1.691150 -0.04 0.05 0.01
C -0.566872 3.835382 -2.792892 0.03 -0.02 -0.10
C -1.215670 4.863901 -2.117503 -0.03 0.04 0.06
C -0.759320 6.174892 -2.190087 0.01 -0.03 -0.01
C 0.363787 6.490150 -2.938851 -0.01 -0.06 -0.01
C 1.029691 5.476924 -3.617516 -0.04 0.01 0.04
C 0.566980 4.171755 -3.539326 0.00 -0.01 -0.01
C -1.790467 1.385427 -5.692586 -0.03 -0.06 -0.03
Br -0.827569 -0.238963 -5.373612 0.03 0.00 0.07
C -2.277338 1.531986 -6.982845 0.05 -0.08 -0.09
F -2.034104 0.631159 -7.957674 -0.02 0.06 0.06
H -1.796422 -0.494882 -1.965914 0.03 0.01 0.01
H -3.793867 -1.404482 -0.892458 0.02 0.00 0.00
H -5.685033 0.089344 -0.278173 0.00 -0.01 -0.01
H -5.547832 2.501285 -0.824341 0.01 0.01 0.00
H -3.581905 3.406395 -1.959659 0.01 -0.05 -0.01
H -2.093692 4.658764 -1.521482 0.04 0.01 -0.04
H -1.285825 6.952810 -1.648851 0.00 0.00 0.00
H 0.720809 7.512160 -2.990240 0.00 0.00 0.00
H 1.914349 5.703904 -4.201337 0.00 -0.02 -0.01
H 1.092837 3.381836 -4.067160 0.00 0.01 0.01
O 1.205555 -0.245215 1.230808 0.05 -0.13 -0.05
P 0.710902 -1.012696 2.403869 -0.06 0.02 0.01
C 1.857755 -0.967171 3.863783 0.06 0.04 -0.07
C 2.706942 -2.228022 4.094272 0.04 0.04 -0.09
C 3.861387 -2.367073 3.099237 -0.04 0.09 0.05
C 4.748904 -1.127014 3.135031 -0.01 0.03 -0.01
C 3.917240 0.106779 2.801522 -0.07 -0.07 0.05
C 2.763892 0.283272 3.789196 0.00 -0.06 -0.07
C 0.432015 -2.776401 2.025325 -0.08 0.09 -0.02
C -0.303269 -3.577500 3.132813 -0.03 0.04 -0.07
C -1.636729 -4.137063 2.637747 0.05 -0.01 -0.01
C -1.440146 -5.044437 1.417298 0.04 0.03 -0.01
C -0.428950 -4.462336 0.402782 -0.05 0.04 0.02
C -0.196320 -2.972325 0.634723 0.00 -0.08 0.03
C -0.819279 -0.283090 3.100387 0.07 0.06 -0.08
C -0.514689 1.182668 3.488525 -0.11 0.03 -0.02
C -1.794693 2.030861 3.607816 -0.07 -0.07 0.00
C -2.998264 1.169194 3.975114 0.04 0.02 -0.03
C -3.286102 0.160784 2.851942 0.03 0.04 0.02
C -2.003418 -0.284903 2.128313 0.01 0.03 0.06
H 1.188073 -0.855230 4.723886 0.01 0.00 0.03
H 2.081040 -3.120960 4.075357 0.00 -0.02 0.05
H 3.128859 -2.162499 5.105805 0.01 -0.01 0.01
H 3.474431 -2.478369 2.080955 0.03 -0.02 -0.01
H 4.438968 -3.267055 3.330905 -0.02 -0.01 -0.02
H 5.576177 -1.230494 2.427793 -0.05 0.00 0.05
H 5.186060 -1.023344 4.138335 0.02 0.00 -0.01
H 3.494830 -0.006305 1.800538 0.04 0.03 0.03
H 4.537654 1.006416 2.796827 0.01 0.03 0.03
H 2.187796 1.162695 3.500291 -0.02 0.00 0.03
H 3.168832 0.468953 4.793226 -0.01 -0.01 0.02
H 1.453565 -3.156304 1.923386 -0.01 -0.06 0.03
H -0.473419 -2.961424 4.021430 0.04 -0.05 0.02
H 0.322013 -4.416004 3.454656 0.02 0.00 0.01
H -2.306716 -3.309489 2.388147 0.02 -0.01 0.00
H -2.120862 -4.695258 3.444567 -0.03 0.03 0.00
H -2.407441 -5.207722 0.934457 0.00 0.00 0.01
H -1.095334 -6.025393 1.760121 -0.02 0.00 -0.02
H -0.767591 -4.624056 -0.619994 0.04 -0.01 -0.05
H 0.532288 -4.978353 0.483705 0.02 0.01 -0.01
H -1.138744 -2.432097 0.527579 0.02 0.01 -0.02
H 0.468270 -2.568083 -0.125365 0.03 0.02 -0.04
H -1.080562 -0.862957 3.994854 -0.04 0.01 -0.01
H 0.122982 1.622722 2.717617 0.03 0.04 0.00
H 0.038662 1.214552 4.431026 0.00 -0.02 0.01
H -1.990704 2.529627 2.654387 0.02 -0.05 0.06
H -1.641133 2.820080 4.347529 0.00 0.03 -0.03
H -3.879023 1.791456 4.155731 0.01 -0.02 0.02
H -2.789564 0.642612 4.913446 -0.01 -0.01 0.00
H -3.963202 0.605457 2.119438 -0.01 -0.01 -0.01
H -3.796168 -0.714396 3.268380 -0.01 0.00 -0.02
H -1.768240 0.390838 1.300277 0.00 -0.01 -0.01
H -2.170572 -1.265558 1.689194 0.02 0.01 -0.03
N 0.111877 1.711985 -1.204672 -0.07 0.07 -0.85
C 0.453953 2.524258 -0.171442 -0.09 -0.11 0.08
C 1.766717 2.618686 0.352599 -0.01 -0.05 0.02
C 2.082034 3.490125 1.375373 -0.10 0.01 0.03
C 1.111515 4.318522 1.947610 0.04 -0.02 -0.02
C -0.190039 4.223878 1.470700 0.02 -0.02 -0.03
C -0.518618 3.338237 0.456015 -0.02 0.04 0.00
H 2.526089 1.969035 -0.068427 0.00 0.00 0.00
H 3.103755 3.532420 1.738804 0.03 -0.02 0.00
H 1.365550 5.011027 2.741861 0.01 -0.02 -0.01
H -0.969000 4.838992 1.912738 -0.01 -0.02 -0.02
H -1.548316 3.237046 0.128312 0.06 0.03 0.04